This record from the OMol25 dataset describes a structure of composition C40H99MnO21 at a distorted geometry. The level of theory is wB97M-V/def2-TZVPD.

```
161
Properties=species:S:1:pos:R:3:forces:R:3:mulliken_spin:R:1
Mn -1.34507 0.91747 1.18829 0.67 -0.32 -0.99 4.927
C 2.21069 -0.11483 -3.92406 -0.30 -0.55 0.50 0.000
C 1.49954 -0.01519 -5.27984 0.15 1.00 -0.85 0.000
O 1.97150 0.96082 -6.08035 0.16 -0.08 0.15 0.000
H 1.97939 0.74996 -3.29006 0.05 0.02 -0.07 -0.002
H 3.29743 -0.19413 -4.01696 -0.03 0.08 -0.22 0.000
H 1.85968 -1.03107 -3.40475 0.04 0.19 0.13 0.001
H 0.40817 0.19133 -5.06852 -0.02 -0.61 0.24 0.000
H 1.55372 -1.03685 -5.75700 -0.15 -0.03 0.21 0.000
O -1.28146 -0.81030 0.17095 -0.24 1.07 0.31 0.052
C 0.07176 -0.86418 -0.19299 0.61 -1.24 0.51 -0.017
C 0.84983 0.45879 -0.25981 -0.48 0.54 -1.18 0.057
O 0.50029 1.46347 0.66226 -0.61 -0.53 0.83 -0.001
H 0.21636 -1.36300 -1.16909 -0.15 0.19 -0.05 -0.010
H 0.60973 -1.54670 0.51228 -0.14 0.21 0.06 -0.041
H 0.62444 0.85517 -1.26449 0.43 -0.02 -0.01 -0.079
H 1.91667 0.20023 -0.24049 0.05 0.15 0.08 0.030
C 3.01327 3.16077 2.10922 0.15 -0.16 -0.13 0.006
O 3.69762 4.06109 2.96722 -0.22 -0.04 0.03 0.000
C 5.07963 4.10073 2.71821 0.15 0.01 0.20 0.000
C 5.84824 3.13186 3.59076 0.03 -0.14 -0.15 0.000
O 5.69335 1.80700 3.11118 0.04 -0.06 0.02 0.000
C 6.63125 0.90541 3.65758 0.31 -0.08 -0.27 0.000
H 3.46117 2.16438 2.11424 0.05 0.05 0.05 -0.003
H 3.02504 3.53219 1.07955 -0.15 0.00 0.02 -0.002
H 1.99333 3.06423 2.46375 -0.06 0.10 -0.05 0.001
H 5.43199 5.10468 2.97366 -0.07 0.02 -0.10 0.000
H 5.28676 3.90473 1.66007 0.09 0.05 0.01 0.000
H 5.44765 3.19893 4.61103 0.17 0.04 0.04 0.000
H 6.90998 3.42196 3.59091 -0.04 -0.09 0.02 0.000
H 7.61832 1.00465 3.17577 -0.12 0.24 0.14 0.000
H 6.30555 -0.11198 3.44116 -0.22 0.07 0.14 0.000
H 6.75124 1.04398 4.73715 -0.08 -0.07 0.00 0.000
C -3.07277 -4.87053 3.05972 -0.38 -0.18 0.42 0.000
O -2.92502 -5.54560 1.84261 0.14 -0.36 0.46 0.000
C -2.33263 -4.77129 0.83812 -0.12 0.41 -0.75 0.002
C -0.90099 -4.37111 1.06673 0.24 0.23 -0.21 -0.008
O -0.04493 -5.44209 0.76978 0.44 -0.66 0.22 0.000
C 1.31322 -5.06425 0.90947 -0.28 0.07 -0.14 0.001
H -3.50736 -5.57419 3.77396 -0.09 0.02 -0.16 0.000
H -3.76611 -4.02183 2.95177 0.17 0.06 0.04 0.000
H -2.13185 -4.53853 3.51901 -0.02 0.10 -0.27 0.000
H -2.92140 -3.85841 0.64535 0.02 -0.03 0.19 -0.003
H -2.37571 -5.36070 -0.07979 0.00 -0.06 0.06 0.000
H -0.74236 -4.05201 2.10990 0.05 0.20 -0.17 0.000
H -0.65821 -3.54114 0.38698 -0.16 0.22 0.25 0.008
H 1.51104 -4.69335 1.92426 0.05 0.09 -0.12 0.000
H 1.55021 -4.30119 0.15694 0.13 0.12 0.25 -0.001
H 1.95586 -5.92419 0.73076 -0.17 -0.14 -0.02 0.000
C 4.87795 1.91640 -1.19132 0.09 0.15 0.60 -0.001
O 5.62376 0.73305 -1.33512 0.11 0.02 -0.57 0.000
C 5.96821 0.14446 -0.12226 0.31 -0.02 0.94 0.000
C 4.89831 -0.80911 0.38161 0.49 0.44 0.38 0.002
O 4.86790 -1.94697 -0.42880 -0.56 -0.57 -0.34 0.000
C 3.53736 -2.34202 -0.78164 0.34 0.65 0.49 0.000
H 5.51851 2.72672 -0.80027 -0.04 -0.04 -0.20 0.000
H 4.07031 1.79584 -0.45498 -0.13 -0.05 -0.24 0.000
H 4.47026 2.18404 -2.15939 -0.05 0.00 -0.08 0.000
H 6.17393 0.90212 0.65440 -0.25 0.04 -0.08 0.000
H 6.91637 -0.39281 -0.22448 -0.15 -0.14 -0.35 0.000
H 3.94004 -0.27867 0.41196 -0.06 -0.10 -0.15 0.000
H 5.13593 -1.09460 1.42181 -0.05 0.02 -0.09 0.000
H 3.58057 -3.32850 -1.23252 0.03 0.00 -0.12 0.000
H 3.10210 -1.59869 -1.45779 -0.02 -0.22 -0.16 0.001
H 2.91153 -2.37156 0.12240 -0.01 -0.18 -0.10 -0.001
C 1.95212 -4.67202 6.29112 0.29 -1.30 0.28 0.000
O 2.10144 -3.63220 5.38113 -0.07 0.40 -0.03 0.000
C 0.88523 -3.04605 5.00051 -0.40 -0.43 -0.36 0.000
C 1.09419 -2.12386 3.83882 -0.13 0.44 -0.28 0.005
O 2.06647 -1.15552 4.12337 0.04 -0.09 0.35 0.001
C 2.39339 -0.44923 2.94833 0.21 -0.36 -0.22 0.011
H 1.72294 -5.63524 5.79796 -0.16 0.30 -0.11 0.000
H 1.18238 -4.52814 7.05868 0.01 0.38 -0.08 0.000
H 2.91005 -4.84355 6.78865 -0.06 0.26 0.02 0.000
H 0.39732 -2.53928 5.84518 0.18 0.05 0.07 0.000
H 0.17805 -3.81293 4.62831 0.06 0.00 0.23 0.000
H 0.13937 -1.62735 3.59236 -0.01 -0.15 0.03 -0.001
H 1.36953 -2.67740 2.92849 0.11 -0.12 0.20 0.001
H 2.61677 -1.17266 2.15227 -0.12 0.16 -0.08 0.000
H 3.31198 0.10889 3.11984 -0.17 0.27 0.15 -0.001
H 1.55559 0.17813 2.63030 0.18 0.19 -0.21 0.027
C -3.59777 5.22263 -5.82197 -0.33 0.11 -0.50 0.000
O -3.34491 4.08733 -5.05408 0.22 0.23 0.27 0.000
C -2.03136 3.58053 -5.26701 -0.26 -0.71 -0.19 0.000
C -1.56861 2.85480 -4.02920 0.57 0.86 0.15 -0.001
O -2.48699 1.86310 -3.66932 -0.46 -0.38 0.00 0.000
C -1.83987 0.82680 -2.97633 0.81 0.01 0.18 -0.018
H -2.90633 6.04302 -5.58821 -0.23 -0.17 -0.01 0.000
H -4.62790 5.53627 -5.63851 0.08 0.06 0.19 0.000
H -3.54255 5.01724 -6.90508 0.18 -0.03 0.11 0.000
H -1.32768 4.37596 -5.52720 0.01 0.02 0.15 0.000
H -2.07543 2.86026 -6.09463 0.12 0.11 -0.05 0.000
H -1.44987 3.59759 -3.21855 -0.23 -0.20 -0.06 0.000
H -0.55756 2.45194 -4.18690 -0.15 -0.13 -0.31 0.000
H -1.26498 1.23912 -2.13339 -0.07 -0.06 0.07 0.046
H -1.11623 0.32965 -3.63720 -0.06 -0.07 0.11 -0.001
H -2.52522 0.08934 -2.56974 -0.40 0.21 -0.15 -0.005
C 1.05994 4.08243 -1.21348 0.32 -1.09 0.30 0.000
O 0.85069 5.31045 -1.83474 -0.04 0.07 -0.38 0.000
C -0.44948 5.78703 -1.61955 0.14 -0.23 0.74 0.000
C -0.67783 6.95851 -2.50554 -0.02 0.16 -0.36 0.000
O -0.79834 6.49190 -3.82939 -0.19 0.01 -0.05 0.000
C -1.06764 7.52169 -4.73713 -0.07 0.04 -0.45 0.000
H 1.03384 4.15730 -0.11844 -0.06 0.07 -0.05 0.000
H 2.02902 3.67260 -1.50195 0.12 0.34 -0.02 -0.002
H 0.35169 3.29650 -1.51319 -0.23 0.32 0.02 0.002
H -0.54798 6.08698 -0.55857 -0.11 0.06 -0.12 0.000
H -1.20029 5.01073 -1.81223 0.05 0.03 -0.05 -0.001
H 0.18982 7.62835 -2.42688 -0.15 0.15 0.04 0.000
H -1.59797 7.47837 -2.20392 0.07 0.11 0.01 0.000
H -0.24657 8.24771 -4.78194 -0.08 0.07 0.09 0.000
H -2.02155 8.03038 -4.52665 0.18 0.08 0.22 0.000
H -1.18579 7.07699 -5.72757 0.25 -0.01 0.10 0.000
C -4.79606 -1.40355 0.05433 1.07 -0.37 0.08 -0.008
O -5.43700 -0.21030 0.44911 -0.22 -0.04 0.16 0.001
C -6.52068 -0.39101 1.34372 0.10 1.01 -0.52 -0.001
C -7.73812 -1.01672 0.73321 -0.61 -0.91 0.31 0.000
O -7.53163 -2.40207 0.46254 0.50 0.68 0.37 0.000
C -8.62029 -2.96393 -0.19522 -0.50 -0.09 -0.05 0.000
H -5.30306 -1.96236 -0.73170 -0.32 0.07 0.14 0.000
H -4.62887 -2.05214 0.92586 -0.27 -0.13 -0.07 -0.004
H -3.79036 -1.16794 -0.31250 -0.16 0.28 0.01 0.024
H -6.83636 0.63522 1.57374 0.13 -0.13 0.27 0.000
H -6.20712 -0.87693 2.27406 0.01 -0.25 -0.09 0.000
H -8.06610 -0.45559 -0.15150 0.31 -0.16 -0.19 0.000
H -8.58179 -0.95772 1.44666 0.19 0.19 0.02 0.000
H -9.56311 -2.65427 0.27895 -0.02 0.04 -0.13 0.000
H -8.56401 -4.04592 -0.10232 0.16 -0.05 -0.18 0.000
H -8.61876 -2.65811 -1.24568 -0.20 -0.13 -0.08 0.000
C -0.82312 3.88415 2.37045 0.31 -0.01 -0.31 0.010
O -1.34041 2.60515 2.72782 -0.26 -0.48 0.46 0.011
C -0.67856 2.01694 3.85551 0.12 0.16 -0.12 0.041
C -1.41742 0.75440 4.24221 -0.59 0.33 -0.20 -0.023
O -1.67437 -0.01942 3.07305 0.31 0.11 0.56 -0.038
C -2.54444 -1.11711 3.29207 -0.90 0.21 0.30 -0.001
H -1.56580 4.34124 1.72212 0.02 0.11 0.02 -0.005
H 0.11305 3.76251 1.82377 -0.06 -0.02 -0.04 0.003
H -0.64330 4.50210 3.25267 -0.18 -0.04 0.07 0.001
H -0.75180 2.72459 4.68673 0.19 -0.09 0.08 0.001
H 0.37424 1.81849 3.63034 -0.06 0.06 -0.14 -0.009
H -2.37804 1.06388 4.67470 0.02 -0.27 0.09 0.002
H -0.84602 0.15501 4.95321 0.05 0.09 0.11 -0.010
H -3.57234 -0.75016 3.45131 0.16 0.02 -0.22 0.000
H -2.29940 -1.64582 4.21799 0.41 -0.20 -0.25 0.001
H -2.51664 -1.73466 2.39962 0.18 -0.14 0.03 0.021
C -2.58418 -3.05396 -2.69118 -0.49 -0.26 0.87 0.001
O -1.97227 -3.54150 -3.83468 0.20 -0.22 -0.65 0.000
C -0.60762 -3.16259 -4.00193 -0.73 0.69 0.38 -0.001
C 0.29713 -3.88760 -3.04573 0.16 -0.38 -0.37 0.001
O 0.30503 -5.24385 -3.43848 -0.14 -0.19 -0.12 0.000
C 1.09162 -6.08578 -2.65034 0.18 -0.43 0.13 0.000
H -3.66144 -3.20793 -2.79759 0.01 0.19 -0.19 0.000
H -2.38317 -1.99747 -2.48873 0.09 0.01 -0.11 -0.003
H -2.32849 -3.62192 -1.77916 0.27 0.12 -0.12 -0.001
H -0.53651 -2.07639 -3.84606 0.23 -0.06 -0.02 0.000
H -0.36701 -3.36165 -5.04181 0.19 -0.15 0.02 0.000
H -0.10268 -3.83060 -2.02497 0.22 0.25 0.10 -0.002
H 1.30984 -3.46576 -3.10998 -0.06 0.09 0.20 0.000
H 1.03880 -5.86411 -1.57782 -0.09 0.18 -0.12 0.000
H 2.14565 -6.08670 -2.96487 -0.04 0.15 0.05 0.000
H 0.70665 -7.10009 -2.77636 0.05 0.01 -0.06 0.000
```
Positions in Å, forces in eV/Å.

The calculation puts the total energy at -117391.6016 eV. As for the net charge: -1. The HOMO energy (alpha / beta) is -2.269 / -2.268 eV. The spin multiplicity is 6. As for the molar mass: 971.1 g mol⁻¹. The expectation value of S² is 8.76. The orbital gap (alpha / beta) comes out at 3.7 / 3.6 eV.

=====

This record from the OMol25 dataset describes a cluster of 8 separate species, C11H28BN7O19 in total at a distorted geometry. The level of theory is wB97M-V/def2-TZVPD.

```
66
Properties=species:S:1:pos:R:3:forces:R:3:mulliken_charge:R:1
O -2.18122 -1.36174 1.62847 -1.62 -1.23 2.24 -0.588
C -1.77862 -0.98461 0.60124 0.82 1.53 -1.58 0.458
O -0.76850 -0.07754 0.56958 0.58 -0.72 -0.39 -0.423
C -0.15572 -0.14942 -0.73690 -0.79 0.23 -0.65 -0.099
C -0.75344 -1.35705 -1.47413 -1.22 0.85 0.34 -0.643
C -2.17200 -1.40924 -0.82685 2.51 -0.55 -0.49 -0.006
O -2.92126 -0.50649 -1.62092 -0.71 -0.13 1.34 -0.496
B -4.02033 0.04313 -0.95241 -0.16 0.73 -0.17 0.695
O -3.94257 1.33748 -0.49138 0.02 -0.23 0.33 -0.393
O -5.19496 -0.61060 -0.76175 0.40 -0.50 0.09 -0.533
H 0.92666 -0.15473 -0.73392 -0.20 0.13 0.61 0.147
H -0.56029 0.73614 -1.22134 0.66 0.23 -0.42 0.278
H -0.95658 -1.01928 -2.48441 0.38 -0.49 -0.38 0.394
H -0.22096 -2.29235 -1.42357 0.27 -0.04 0.12 0.174
H -2.50785 -2.43062 -0.73647 -0.84 -0.02 -0.43 0.537
H -3.09576 1.47653 -0.05138 0.14 0.30 -0.34 0.263
H -4.99802 -1.55419 -0.82643 -0.53 -0.06 -0.28 0.309
C 4.13076 1.45471 -0.39382 0.07 -0.06 -0.35 -0.726
N 3.49576 0.76269 -1.55009 0.12 0.16 0.01 1.020
O 4.18673 0.01369 -2.21732 -0.29 -0.01 0.17 -0.627
O 2.31872 0.98674 -1.75101 0.36 0.05 -0.21 -0.595
H 5.16763 1.15607 -0.34301 0.00 -0.06 -0.11 0.355
H 4.04058 2.52369 -0.56483 -0.12 -0.01 0.06 0.321
H 3.58916 1.15707 0.49363 -0.19 0.09 -0.01 0.191
C -5.55064 3.80224 -0.50006 0.07 0.12 0.08 -0.769
N -5.71076 5.23153 -0.10795 0.01 -0.05 -0.13 0.913
O -4.81421 5.74535 0.53577 -0.11 0.02 -0.13 -0.533
O -6.72968 5.79087 -0.45704 0.09 0.01 0.10 -0.566
H -4.60825 3.44198 -0.12380 0.03 0.08 0.05 0.333
H -6.37838 3.24966 -0.06499 -0.05 0.02 -0.09 0.303
H -5.57829 3.75749 -1.58449 -0.11 -0.01 0.01 0.324
C -1.01986 -5.77764 1.25750 0.21 -0.09 0.09 -0.630
N -1.77783 -4.80153 0.43234 0.15 -0.02 0.09 0.869
O -1.12774 -4.01456 -0.23764 -0.04 -0.44 0.12 -0.462
O -2.98480 -4.84821 0.47847 0.10 0.07 -0.09 -0.519
H 0.03986 -5.60742 1.10948 -0.02 0.05 0.00 0.111
H -1.29323 -5.61731 2.29618 -0.11 -0.02 -0.03 0.302
H -1.30032 -6.77510 0.93166 -0.12 0.03 0.05 0.298
C -5.97596 5.46485 3.27178 0.20 0.05 0.02 -0.707
N -5.96560 4.85949 4.63358 0.00 0.00 -0.01 0.875
O -4.88755 4.58214 5.11858 -0.13 0.01 0.01 -0.523
O -7.04395 4.68552 5.16504 0.11 0.00 -0.01 -0.533
H -4.95592 5.56014 2.92551 0.02 -0.04 0.08 0.355
H -6.54640 4.80358 2.62649 -0.12 0.05 0.07 0.217
H -6.45185 6.43760 3.35045 -0.11 -0.06 -0.02 0.300
C 5.41744 -0.53172 3.50969 0.21 -0.05 0.00 -0.724
N 4.72936 0.47536 2.65703 0.15 -0.01 0.12 0.941
O 5.41943 1.23220 1.99787 -0.01 -0.08 0.41 -0.555
O 3.51607 0.47346 2.67553 0.10 0.06 -0.07 -0.519
H 6.48780 -0.41080 3.39072 -0.03 0.07 -0.05 0.311
H 5.11510 -0.34881 4.53644 -0.11 -0.05 -0.03 0.291
H 5.09503 -1.51466 3.17758 -0.12 0.03 0.06 0.249
C 2.61519 -4.59737 -0.85471 -0.02 0.15 -0.12 -0.644
N 2.67408 -4.51327 0.63217 -0.01 0.13 -0.13 0.921
O 2.51787 -3.42122 1.13811 0.06 -0.14 0.06 -0.515
O 2.87294 -5.55069 1.23338 -0.09 0.10 0.00 -0.535
H 2.43090 -3.60476 -1.24947 0.00 0.02 0.08 0.215
H 3.57103 -4.98212 -1.19788 -0.04 -0.11 0.04 0.306
H 1.80602 -5.27456 -1.11239 0.06 -0.07 0.02 0.255
C 5.75328 0.56486 -4.80108 0.00 -0.12 0.02 -0.611
N 7.21437 0.85470 -4.83047 -0.01 -0.01 0.01 0.879
O 7.88450 0.46429 -3.89519 -0.01 0.07 -0.11 -0.527
O 7.63485 1.46469 -5.79239 0.01 -0.05 0.10 -0.536
H 5.52551 0.02215 -3.89700 0.09 0.00 0.03 0.279
H 5.23096 1.51682 -4.82539 0.02 0.00 -0.12 0.255
H 5.52172 -0.02930 -5.68044 0.02 0.13 -0.08 0.290
```
Positions in Å, forces in eV/Å.

The calculation puts the total energy at -61853.8426 eV. The HOMO energy is -10.360 eV. As for the molar mass: 573.2 g mol⁻¹. The orbital gap comes out at 9.9 eV. As for the SMILES: O=C1OCC[C@@H]1OB(O)O.C[N+](=O)[O-].C[N+](=O)[O-].C[N+](=O)[O-].C[N+](=O)[O-].C[N+](=O)[O-].C[N+](=O)[O-].C[N+](=O)[O-].